Entry 1:
Here is 2 unconnected molecules or ions with the total composition CH4P2S in a non-equilibrium geometry from the Open Molecules 2025 dataset. Energies are from wB97M-V/def2-TZVPD.

Geometry (Å):
C1 -1.48743 -0.02958 0.41263
P1 1.97698 0.22648 -0.17402
P2 0.64817 -1.45463 0.15534
S1 -2.72871 0.00565 -0.55236
H1 -1.14286 0.72406 1.14566
H2 0.99231 1.05655 -0.91817
H3 1.77519 0.76167 1.15462
H4 -0.03365 -1.29021 -1.22371

## Properties
relative energy (zero: lowest compared OMol25 entry of this formula, charge and spin): 365.1 kJ/mol
F_max: 4.3 eV/A
lowest unoccupied orbital energy (alpha / beta): -0.646 / -0.647 eV
energy: -1121.252389 hartree

---

Entry 2:
Here is a single CH4P2S molecule in a non-equilibrium geometry from the Open Molecules 2025 dataset. Energies are from wB97M-V/def2-TZVPD.

Geometry (Å):
C1 -1.17320 0.23734 -0.60345
P1 0.38298 0.31478 0.22786
P2 2.03560 -0.79723 -0.25388
S1 -2.48352 -0.50693 0.02629
H1 -1.12628 0.50325 -1.71441
H2 0.01950 0.30966 1.74799
H3 0.88304 1.68050 0.05807
H4 1.46188 -1.74137 0.51152

## Properties
relative energy (zero: lowest compared OMol25 entry of this formula, charge and spin): 188.9 kJ/mol
F_max: 4.7 eV/A
spin multiplicity: 3
lowest unoccupied orbital energy (alpha / beta): 0.379 / -3.014 eV
energy: -1121.226155 hartree

---

Entry 3:
Here is a molecular structure, CH4Se in a non-equilibrium geometry from the Open Molecules 2025 dataset. Energies are from wB97M-V/def2-TZVPD.

Geometry (Å):
C1 -0.11676 0.50818 -0.84693
Se1 1.47461 0.22346 -0.23760
H1 -1.76602 -0.82131 0.93093
H2 -0.97925 -0.95071 1.13251
H3 -0.09102 -0.22929 -1.70014
H4 1.47844 1.26967 0.72123

## Properties
relative energy (zero: lowest compared OMol25 entry of this formula, charge and spin): 389.0 kJ/mol
F_max: 2.4 eV/A
lowest unoccupied orbital energy: -0.207 eV
energy: -2441.748425 hartree

---

Entry 4:
Here is a gas-phase ion, CH5BBrClOP (charge +1) in a non-equilibrium geometry from the Open Molecules 2025 dataset. Energies are from wB97M-V/def2-TZVPD.

Geometry (Å):
C1 -0.98627 -0.21154 -1.25293
B1 -0.28938 0.56132 -0.12916
O1 -0.41980 1.85321 0.09040
P1 0.86147 -0.44135 1.13302
Cl1 2.70969 -0.53232 0.42688
Br1 0.17807 -2.44869 1.50644
H1 -1.33190 -1.17048 -0.88945
H2 -1.78954 0.36428 -1.66893
H3 -0.24244 -0.42545 -2.01389
H4 0.40712 2.25600 0.41750
H5 0.90299 0.19502 2.38011

## Properties
F_max: 1.6 eV/A
total charge: +1
lowest unoccupied orbital energy: -5.159 eV
energy: -3516.560623 hartree

---

Entry 5:
Here is 2 unconnected molecules or ions with the total composition CH5BN2O4 in a non-equilibrium geometry from the Open Molecules 2025 dataset. Energies are from wB97M-V/def2-TZVPD.

Geometry (Å):
B1 -1.57037 -0.36318 0.10115
C1 2.16164 -0.30905 0.23081
N1 1.93278 0.93816 -0.24152
N2 1.17728 -1.07124 0.68767
O1 3.26839 -0.88403 0.04455
O2 -1.37114 -1.61644 -0.33799
O3 -2.89445 0.15314 0.10611
O4 -0.60223 0.33411 0.64360
H1 1.11010 1.33457 0.17146
H2 2.87864 1.50458 -0.37361
H3 0.99010 -2.05438 0.65157
H4 -2.18248 -2.04768 -0.51581
H5 -2.83687 1.05249 0.20139

## Properties
relative energy (zero: lowest compared OMol25 entry of this formula, charge and spin): 273.6 kJ/mol
F_max: 4.1 eV/A
lowest unoccupied orbital energy (alpha / beta): -3.408 / -3.399 eV
energy: -476.420656 hartree

---

Entry 6:
Here is a single CH5BO2S molecule from the Open Molecules 2025 dataset. Energies are from wB97M-V/def2-TZVPD.

Geometry (Å):
C1 1.68387 0.68233 -0.00001
S1 0.01879 1.43800 0.00002
B1 -1.02604 -0.03885 0.00001
O1 -0.41067 -1.24832 0.00006
O2 -2.36366 0.15675 -0.00004
H1 2.39455 1.50073 0.00039
H2 1.80246 0.07444 -0.89003
H3 1.80220 0.07377 0.88958
H4 -0.96278 -2.03026 0.00007
H5 -2.93873 -0.60859 -0.00004

## Properties
relative energy (zero: lowest compared OMol25 entry of this formula, charge and spin): 0.0 kJ/mol
F_max: 0.8 eV/A
lowest unoccupied orbital energy: 0.205 eV
structure (SMILES): CSB(O)O
energy: -614.743371 hartree

---

Entry 7:
Here is 2 unconnected molecules or ions with the total composition CH5BOS in a non-equilibrium geometry from the Open Molecules 2025 dataset. Energies are from wB97M-V/def2-TZVPD.

Geometry (Å):
B1 0.68749 -0.60268 -0.02461
C1 0.19866 0.86975 0.21241
O1 1.28142 -1.00973 1.07604
S1 -2.19027 -0.81706 -0.30807
H1 0.56191 -1.35681 -0.90686
H2 -0.33584 1.63660 -0.39764
H3 0.58053 1.35834 1.17840
H4 1.49314 -1.95626 1.13219
H5 -2.89808 -0.14420 0.61717

## Properties
relative energy (zero: lowest compared OMol25 entry of this formula, charge and spin): 0.0 kJ/mol
F_max: 3.3 eV/A
spin multiplicity: 3
lowest unoccupied orbital energy (alpha / beta): 0.615 / -2.628 eV
energy: -539.279959 hartree

---

Entry 8:
Here is a single CH5BS molecule in a non-equilibrium geometry from the Open Molecules 2025 dataset. Energies are from wB97M-V/def2-TZVPD.

Geometry (Å):
B1 -0.41312 0.66490 -0.55342
C1 0.78782 0.17115 0.34206
S1 -0.22063 -1.31723 -0.22678
H1 -1.36139 0.88172 0.01476
H2 -0.59518 0.65070 -1.69607
H3 0.64260 0.23792 1.34750
H4 1.78389 0.22502 -0.17247
H5 -0.62399 -1.51419 0.94443

## Properties
relative energy (zero: lowest compared OMol25 entry of this formula, charge and spin): 196.2 kJ/mol
F_max: 5.1 eV/A
spin multiplicity: 3
lowest unoccupied orbital energy (alpha / beta): 0.611 / -3.805 eV
energy: -463.874248 hartree

---

Entry 9:
Here is a gas-phase ion, CH5BrN (charge +1) in a non-equilibrium geometry from the Open Molecules 2025 dataset. Energies are from wB97M-V/def2-TZVPD.

Geometry (Å):
N1 0.04012 0.23557 -0.79052
C1 -0.08432 -0.04131 0.67823
Br1 0.80879 -1.64908 1.21254
H1 -0.47657 -0.57319 -1.32747
H2 -0.35674 1.12035 -1.17508
H3 0.99751 0.08293 -0.96042
H4 0.19998 0.74478 1.45483
H5 -1.12877 0.07994 0.90790

## Properties
relative energy (zero: lowest compared OMol25 entry of this formula, charge and spin): 21.1 kJ/mol
F_max: 3.1 eV/A
total charge: +1
lowest unoccupied orbital energy: -4.262 eV
structure (SMILES): [NH3+]CBr
energy: -2669.570407 hartree

---

Entry 10:
Here is a single CH5BrP2 molecule in a non-equilibrium geometry from the Open Molecules 2025 dataset. Energies are from wB97M-V/def2-TZVPD.

Geometry (Å):
P1 2.00702 -0.52741 -0.18266
P2 -0.09168 -0.02915 -0.38148
C1 -1.41406 -0.64422 0.65411
Br1 -3.12289 0.33980 -0.03272
H1 2.58932 0.72316 -0.32759
H2 1.78321 -0.72931 1.15550
H3 -0.32647 -0.46400 -1.69006
H4 -0.15461 1.28348 -0.74484
H5 -1.26983 0.04764 1.54974

## Properties
relative energy (zero: lowest compared OMol25 entry of this formula, charge and spin): 321.3 kJ/mol
F_max: 2.2 eV/A
lowest unoccupied orbital energy: -0.140 eV
structure (SMILES): P[PH2]=CBr
energy: -3297.681382 hartree

---

Entry 11:
Here is a single CH5BrP2 molecule in a non-equilibrium geometry from the Open Molecules 2025 dataset. Energies are from wB97M-V/def2-TZVPD.

Geometry (Å):
P1 1.90065 0.16570 -0.46249
P2 0.28306 0.57791 0.93482
C1 -1.13092 0.48601 -0.29571
Br1 -2.75489 -0.46628 0.28075
H1 2.67407 -0.46011 0.53717
H2 1.21992 -1.08061 -0.57363
H3 -0.07146 -0.84628 1.27329
H4 -1.41550 1.53491 -0.53498
H5 -0.70494 0.08876 -1.15921

## Properties
relative energy (zero: lowest compared OMol25 entry of this formula, charge and spin): 104.8 kJ/mol
F_max: 2.8 eV/A
lowest unoccupied orbital energy: 0.457 eV
structure (SMILES): [PH2]#[PH]CBr
energy: -3297.763866 hartree

---

Entry 12:
Here is a molecular structure, CH5Cl2N2P in a non-equilibrium geometry from the Open Molecules 2025 dataset. Energies are from wB97M-V/def2-TZVPD.

Geometry (Å):
C1 0.51747 -1.18089 1.49282
N1 0.35884 1.26331 -1.45226
N2 0.54826 0.15519 -0.72094
P1 -0.59946 -0.49252 0.45059
Cl1 -2.39785 1.36152 -0.11249
Cl2 -1.52947 -1.89068 -0.51696
H1 1.09327 -0.42221 1.95027
H2 0.54973 -2.16194 2.03981
H3 0.62219 2.17961 -1.07616
H4 -0.68586 1.32808 -1.55131
H5 1.52287 -0.13948 -0.50337

## Properties
F_max: 2.5 eV/A
spin multiplicity: 3
lowest unoccupied orbital energy (alpha / beta): 0.555 / -3.540 eV
energy: -1412.195084 hartree

---

Entry 13:
Here is a single CH5Cl2N2PS molecule in a non-equilibrium geometry from the Open Molecules 2025 dataset. Energies are from wB97M-V/def2-TZVPD.

Geometry (Å):
C1 1.06938 -0.84956 -0.40531
N1 0.11172 0.24867 -0.41930
N2 0.53564 1.48423 0.06478
P1 -1.44238 -0.00484 0.24925
S1 -1.75776 0.09712 2.18379
Cl1 -2.38323 1.28848 -0.86134
Cl2 -2.14992 -1.80255 -0.58991
H1 1.99245 -0.50716 -0.90948
H2 1.28228 -1.22769 0.51710
H3 0.68628 -1.76146 -0.91418
H4 1.56019 1.65537 -0.03850
H5 0.49534 1.37939 1.12311

## Properties
relative energy (zero: lowest compared OMol25 entry of this formula, charge and spin): 12.6 kJ/mol
F_max: 3.6 eV/A
lowest unoccupied orbital energy: 0.289 eV
structure (SMILES): CN(N)P(=S)(Cl)Cl
energy: -1810.558537 hartree

---

Entry 14:
Here is a single CH5ClN2O molecule in a non-equilibrium geometry from the Open Molecules 2025 dataset. Energies are from wB97M-V/def2-TZVPD.

Geometry (Å):
C1 -1.20763 0.90708 -0.01758
O1 0.09295 0.90126 0.48034
N1 0.87628 -0.13902 -0.56603
N2 0.97327 -1.32759 0.09836
Cl1 2.42649 0.49123 -0.65937
H1 -1.22743 0.92852 -1.02381
H2 -1.78828 1.65586 0.44035
H3 -1.70568 -0.14064 0.14471
H4 0.03517 -1.73853 0.07730
H5 1.52487 -1.53819 1.02574

## Properties
relative energy (zero: lowest compared OMol25 entry of this formula, charge and spin): 299.8 kJ/mol
F_max: 4.4 eV/A
lowest unoccupied orbital energy: 0.983 eV
structure (SMILES): CON(N)Cl
energy: -685.876030 hartree

---

Entry 15:
Here is 2 unconnected molecules or ions with the total composition CH5ClN3O in a non-equilibrium geometry from the Open Molecules 2025 dataset. Energies are from wB97M-V/def2-TZVPD.

Geometry (Å):
C1 0.42369 -0.09403 -0.18123
N1 1.67457 -0.52484 0.00949
N2 0.17412 1.20862 -0.27852
N3 -0.58018 -0.95548 -0.01804
O1 -2.14524 0.21279 0.61693
Cl1 -3.58754 0.11558 -0.16929
H1 2.61340 -0.02857 -0.08374
H2 1.79522 -1.35343 0.50941
H3 0.94200 1.71527 -0.75480
H4 -0.83492 1.51670 -0.11374
H5 -0.47512 -1.81260 0.46354

## Properties
relative energy (zero: lowest compared OMol25 entry of this formula, charge and spin): 209.0 kJ/mol
F_max: 3.7 eV/A
total charge: +1
lowest unoccupied orbital energy (alpha / beta): -7.849 / -7.850 eV
energy: -740.358401 hartree

---

Entry 16:
Here is 2 unconnected molecules or ions with the total composition CH5ClNO2P in a non-equilibrium geometry from the Open Molecules 2025 dataset. Energies are from wB97M-V/def2-TZVPD.

Geometry (Å):
C1 0.53865 1.59540 -0.58788
N1 -2.55046 -1.63822 0.97752
O1 -2.18127 -0.97641 -1.57156
O2 0.20041 0.82295 0.47896
P1 -2.03606 -0.44324 -0.18581
Cl1 -3.11717 1.20963 -0.01845
H1 0.91324 0.98785 -1.46040
H2 1.31886 2.36417 -0.11369
H3 -0.32891 2.22121 -0.95569
H4 -2.26572 -1.60987 1.94235
H5 -1.97148 -2.47756 0.74021

## Properties
relative energy (zero: lowest compared OMol25 entry of this formula, charge and spin): 28.5 kJ/mol
F_max: 3.3 eV/A
spin multiplicity: 3
lowest unoccupied orbital energy (alpha / beta): 0.758 / -2.261 eV
energy: -1047.792764 hartree

---

Entry 17:
Here is a molecular structure, CH5F2N2 in a non-equilibrium geometry from the Open Molecules 2025 dataset. Energies are from wB97M-V/def2-TZVPD.

Geometry (Å):
C1 0.14362 -0.51040 0.38755
N1 -1.46860 0.26526 -0.23293
N2 1.12192 0.29753 -0.35899
F1 -1.72110 1.17355 0.73685
F2 -2.30327 -0.78334 -0.11208
H1 -0.02086 -1.51806 0.01036
H2 0.22276 -0.43234 1.52035
H3 1.54919 -0.30559 -1.17672
H4 1.93893 0.68461 0.07304
H5 0.53740 1.12877 -0.84743

## Properties
relative energy (zero: lowest compared OMol25 entry of this formula, charge and spin): 140.4 kJ/mol
F_max: 4.6 eV/A
total charge: +1
lowest unoccupied orbital energy: -4.586 eV
energy: -349.869707 hartree

---

Entry 18:
Here is a molecular structure, CH5FN3O in a non-equilibrium geometry from the Open Molecules 2025 dataset. Energies are from wB97M-V/def2-TZVPD.

Geometry (Å):
C1 2.40803 1.12557 -0.21513
N1 3.06018 0.28298 -0.85654
N2 -0.75736 -2.92140 0.61716
N3 0.21676 -2.96169 0.05939
O1 1.59602 1.62773 0.35750
F1 1.12055 -1.55004 0.13563
H1 4.00948 0.49760 -1.07662
H2 2.59585 -0.75457 -0.73468
H3 -1.25661 -2.38060 1.30441
H4 2.85450 -2.70094 -0.29646
H5 2.80475 -3.55440 -0.25796

## Properties
relative energy (zero: lowest compared OMol25 entry of this formula, charge and spin): 428.0 kJ/mol
F_max: 3.3 eV/A
total charge: +1
lowest unoccupied orbital energy: -5.288 eV
energy: -380.037341 hartree

---

Entry 19:
Here is 2 unconnected molecules or ions with the total composition CH5FNP in a non-equilibrium geometry from the Open Molecules 2025 dataset. Energies are from wB97M-V/def2-TZVPD.

Geometry (Å):
C1 0.68207 -0.78617 -0.00936
N1 -0.51933 -0.15704 -0.42221
F1 -1.72279 -1.21884 0.22720
P1 -1.03119 1.34517 0.10993
H1 0.62120 -1.84773 -0.25592
H2 1.48273 -0.34066 -0.60782
H3 0.91980 -0.66040 1.05464
H4 -0.49918 1.97092 -1.02493
H5 0.06670 1.69474 0.92846

## Properties
relative energy (zero: lowest compared OMol25 entry of this formula, charge and spin): 265.8 kJ/mol
F_max: 3.4 eV/A
lowest unoccupied orbital energy: -0.292 eV
energy: -536.949070 hartree

---

Entry 20:
Here is a single CH5FOP2 molecule in a non-equilibrium geometry from the Open Molecules 2025 dataset. Energies are from wB97M-V/def2-TZVPD.

Geometry (Å):
C1 1.13729 -0.00121 1.37630
O1 0.82007 0.31424 0.03832
P1 -0.73099 0.41876 -0.18558
F1 -0.94555 -1.52040 0.43331
P2 -0.92607 -0.10112 -2.28494
H1 0.25503 -0.02464 2.07670
H2 1.90524 0.63337 1.89043
H3 1.56666 -0.95133 1.36635
H4 -0.82212 1.25922 -2.53973
H5 -2.25957 -0.02691 -2.17115

## Properties
relative energy (zero: lowest compared OMol25 entry of this formula, charge and spin): 115.1 kJ/mol
F_max: 4.2 eV/A
lowest unoccupied orbital energy: -0.031 eV
structure (SMILES): COP(F)#[PH2]
energy: -898.868736 hartree